{
  "formula": "C22H61Cl10O18P",
  "method": "ωB97M-V/def2-TZVPD",
  "lumo_energy_ev": 0.1,
  "max_force_ha_per_bohr": 0.0424,
  "orbital_gap_ha": 0.370,
  "elements": ["Cl", "Cl", "Cl", "Cl", "Cl", "Cl", "Cl", "Cl", "Cl", "Cl", "P", "O", "O", "O", "O", "O", "O", "O", "O", "O", "O", "O", "O", "O", "O", "O", "O", "O", "O", "C", "C", "C", "C", "C", "C", "C", "C", "C", "C", "C", "C", "C", "C", "C", "C", "C", "C", "C", "C", "C", "C", "H", "H", "H", "H", "H", "H", "H", "H", "H", "H", "H", "H", "H", "H", "H", "H", "H", "H", "H", "H", "H", "H", "H", "H", "H", "H", "H", "H", "H", "H", "H", "H", "H", "H", "H", "H", "H", "H", "H", "H", "H", "H", "H", "H", "H", "H", "H", "H", "H", "H", "H", "H", "H", "H", "H", "H", "H", "H", "H", "H", "H"],
  "positions_angstrom": [[4.32, -2.50, 1.83], [0.38, -3.04, 4.87], [6.16, 2.70, -0.65], [-0.72, -4.42, -4.48], [4.08, -4.57, -2.21], [6.68, -0.02, -1.51], [3.43, -1.98, -3.40], [0.32, -5.04, -1.76], [2.62, -1.13, 5.20], [6.66, -3.36, 0.35], [-5.48, -0.66, -1.73], [-6.30, -0.50, -0.36], [2.80, 4.59, -2.41], [2.14, 3.58, 4.98], [-0.18, 2.78, 3.35], [-3.05, -4.67, 2.38], [-1.63, -1.42, 1.52], [0.29, 1.82, -5.46], [-2.52, -0.26, 3.85], [-6.18, -1.92, -2.41], [-1.38, -0.46, -4.66], [0.16, -1.67, -0.66], [-2.18, 1.48, 1.66], [-4.05, -1.25, -1.36], [-5.43, 0.56, -2.55], [0.70, 0.28, 1.51], [2.94, 3.59, 0.17], [1.83, 5.30, 2.60], [2.90, 1.56, -2.16], [5.55, 1.02, -0.59], [3.03, 2.32, -3.37], [0.03, -0.51, -4.75], [0.97, 2.88, 5.41], [-3.49, 1.22, 2.16], [1.42, -1.04, -0.42], [4.71, -2.99, -2.81], [1.29, 0.34, 0.21], [-3.42, 0.85, 3.63], [-6.26, -1.46, 0.67], [0.30, -3.90, -3.14], [5.19, -3.92, 1.24], [-2.89, -0.46, -1.58], [2.26, 3.63, -3.31], [0.46, 1.97, 4.33], [1.19, 4.86, 1.41], [1.19, -1.59, 4.25], [-7.48, -1.75, -3.02], [-2.18, -3.57, 2.53], [0.69, 0.84, -4.51], [1.68, 3.52, 0.86], [-2.25, -2.68, 1.30], [3.63, 3.47, 0.83], [4.09, 2.42, -3.61], [-2.05, -0.95, 2.27], [-2.94, 1.69, 4.14], [5.26, -2.52, -2.00], [1.31, -3.74, -3.49], [2.98, 2.16, -1.41], [0.46, 1.16, -3.49], [-1.70, -3.16, 0.49], [1.27, 2.26, 6.25], [0.17, 3.58, 5.64], [1.76, 2.76, 1.63], [2.92, 4.23, -1.51], [1.85, -1.02, -1.42], [1.45, -1.75, 3.22], [-5.55, -2.27, 0.47], [-0.70, 2.22, 2.76], [1.19, 5.58, 0.59], [-2.61, -5.47, 2.66], [0.36, -0.93, -5.71], [5.34, -3.28, -3.64], [1.21, 1.37, 3.80], [-7.99, -0.89, -2.60], [-2.20, 1.77, 0.74], [-2.89, 0.16, -2.48], [0.46, -0.79, 4.37], [-0.26, 0.29, 1.44], [1.19, 3.42, -3.24], [4.58, 0.87, -1.07], [0.61, 0.90, -0.45], [-2.08, -1.11, -1.91], [1.78, 0.73, -4.55], [5.39, 0.65, 0.42], [-3.82, 0.40, 1.51], [2.23, 0.88, 0.28], [0.88, 3.20, 0.19], [2.61, 1.72, -4.18], [-3.30, -2.54, 1.05], [2.58, 5.83, 2.31], [-7.30, -1.69, -4.09], [-1.13, -3.88, 2.65], [-2.37, -2.96, 3.43], [-2.55, 0.11, -0.72], [5.61, -4.50, 2.05], [0.13, 4.70, 1.62], [2.01, -1.72, 0.20], [-1.68, 0.31, -5.16], [-4.19, 2.04, 1.96], [4.55, -4.53, 0.61], [-8.05, -2.65, -2.82], [1.82, 4.06, 4.18], [0.40, -1.19, -3.97], [-5.97, -0.99, 1.61], [-0.12, -2.99, -2.72], [-0.20, 1.19, 4.74], [-4.42, 0.67, 4.03], [0.43, 1.45, -6.34], [2.34, 4.08, -4.30], [-0.46, -1.62, 0.09], [-2.39, -0.23, 4.81], [-7.22, -1.93, 0.89]]
}